1.
C18H43CrN6O11S | the ωB97M-V functional and the def2-TZVPD basis

The geometry in XYZ format:
```
80
Properties=species:S:1:pos:R:3:forces:R:3:lowdin_spin:R:1
Cr 1.12178 -2.14317 -0.41047 1.6 2.9 -3.5 2.960
O 0.47834 -0.38504 0.07083 -0.5 0.0 0.8 0.083
H 0.50478 0.55333 -0.19991 0.3 -1.3 -0.1 0.002
S 2.32068 -2.65998 -2.76960 -0.7 -2.2 -6.1 0.009
O 1.98643 -3.44842 -1.58501 -0.2 -5.9 3.8 0.003
O 1.73772 -1.51926 -2.12322 -2.2 8.3 2.8 -0.080
O 3.72678 -2.56151 -3.01942 0.4 0.0 0.2 -0.002
O 1.44862 -2.89384 -3.93440 2.0 -0.9 1.5 -0.010
C -1.96639 -2.57850 -1.58809 2.4 -0.3 1.9 0.003
O -0.71736 -2.50058 -1.33513 -2.6 -0.3 -0.3 0.015
N -2.78775 -3.45465 -0.98741 0.0 1.2 0.3 0.004
C -4.22560 -3.36782 -1.26033 -0.3 -1.3 -1.0 0.000
C -2.35154 -4.39500 0.06954 -0.2 0.1 -1.1 0.000
H -2.48822 -1.87316 -2.25322 0.6 -0.3 0.0 0.001
H -4.60067 -2.52031 -1.83403 0.8 0.5 0.3 0.000
H -4.87586 -3.49305 -0.39455 0.5 0.1 0.3 0.000
H -4.42789 -4.19613 -1.93936 -0.4 -0.3 0.1 0.000
H -2.84862 -4.15199 1.00866 0.3 0.1 0.0 0.000
H -2.64758 -5.40091 -0.22810 -0.1 0.0 0.0 0.000
H -1.26253 -4.40250 0.11549 -0.2 0.2 0.2 0.000
C 4.18348 -1.22952 0.04955 0.2 1.6 0.6 0.002
O 2.99994 -1.52728 0.32503 0.1 -0.4 0.0 0.001
N 4.83999 -0.23829 0.71242 -2.5 -0.8 -0.2 0.004
C 6.19153 0.15405 0.36674 -0.3 0.8 0.6 0.000
C 4.05574 0.68756 1.60387 1.2 -0.2 0.5 0.001
H 4.78904 -1.62912 -0.77859 -0.5 -0.5 0.2 0.001
H 6.71819 0.36411 1.29765 0.2 -0.2 0.0 0.000
H 6.07587 1.11747 -0.12980 0.6 -0.1 -0.5 0.000
H 6.74165 -0.60938 -0.18340 -0.3 0.2 -0.2 0.000
H 4.57506 0.74950 2.56021 -0.1 -0.5 0.3 0.000
H 4.11796 1.73588 1.31189 -0.1 -0.1 -1.0 0.000
H 3.02163 0.39941 1.79275 0.3 -0.3 -0.4 0.000
C 3.74247 3.81486 -0.87966 2.9 -2.4 0.2 0.000
O 4.87164 3.23499 -0.99631 -3.0 2.3 0.3 0.000
N 2.58770 3.14240 -1.02474 0.6 1.5 0.6 0.000
C 1.35914 3.75711 -0.68201 -1.4 1.4 0.0 0.000
C 2.54744 1.87226 -1.60117 0.1 -1.9 -1.5 0.000
H 3.54384 4.85207 -0.56828 0.6 0.0 -0.1 0.000
H 0.58350 3.72880 -1.44731 0.0 -0.9 -0.4 0.000
H 1.41858 4.84443 -0.63387 0.7 0.1 0.5 0.000
H 0.91746 3.42766 0.25846 0.2 -0.3 0.0 0.000
H 1.84895 1.95795 -2.43356 -0.2 -0.5 0.0 0.000
H 3.49548 1.56045 -2.03947 0.2 0.5 0.1 0.000
H 2.29350 1.03372 -0.95275 -0.4 0.2 0.3 0.000
C -0.19282 -0.10298 -3.97601 0.1 -1.3 -0.2 0.000
O 0.00933 -0.87383 -4.90727 -0.7 1.9 1.1 0.000
N -1.43400 0.20152 -3.45946 -0.7 -0.7 -0.7 0.000
C -1.65406 0.93281 -2.23126 1.6 1.2 -0.3 0.000
C -2.62315 -0.12605 -4.24255 0.4 0.9 -0.2 0.000
H 0.58654 0.37574 -3.36314 0.3 -0.1 -0.3 0.000
H -1.58170 0.40593 -1.27980 -0.7 -0.6 -0.2 0.000
H -2.47786 1.64002 -2.32769 -0.4 -0.5 0.2 0.000
H -0.80859 1.61069 -2.11398 0.4 0.2 -0.1 0.000
H -2.45336 -0.08172 -5.31833 0.5 -0.2 0.1 0.000
H -3.04717 -1.10970 -4.04068 -0.3 0.1 0.2 0.000
H -3.26951 0.73008 -4.04928 -0.8 -0.6 0.1 0.000
C 0.51414 0.79768 3.28800 2.1 -1.1 1.6 0.000
O 1.14889 0.26730 4.22687 -1.4 0.7 -1.7 0.000
N -0.26502 1.86267 3.42943 -2.0 1.5 2.9 0.000
C -0.84241 2.69544 2.42567 1.7 0.1 -1.4 0.000
C -0.68693 2.48909 4.75096 -0.1 -1.7 -0.2 0.000
H 0.62298 0.46398 2.24445 -0.1 -0.1 0.0 0.000
H -1.93031 2.76168 2.41207 0.1 0.0 0.2 0.000
H -0.45094 2.40435 1.45092 -0.4 -0.3 -0.2 0.000
H -0.34223 3.64741 2.60366 -0.7 0.6 -0.2 0.000
H -0.17764 3.42348 4.98685 0.0 -0.1 -0.3 0.000
H -1.76685 2.61467 4.67274 0.0 0.6 -0.2 0.000
H -0.63530 1.82610 5.61460 0.8 -0.3 -0.3 0.000
C -3.65758 0.32095 3.38675 -3.1 1.0 1.9 0.000
O -4.72345 0.51884 4.02365 2.3 -0.5 -1.1 0.000
N -3.53172 -0.60678 2.44008 1.4 -0.2 -1.3 0.000
C -2.32877 -0.57529 1.55628 -0.4 -0.6 0.7 0.000
C -4.53350 -1.63995 2.24355 0.1 -0.4 0.2 0.000
H -2.77672 0.94512 3.60286 0.1 -0.2 -0.4 0.000
H -1.70209 0.30515 1.69845 -0.4 0.0 0.3 0.000
H -2.56254 -0.60643 0.49210 -0.4 -0.1 0.1 0.000
H -1.70658 -1.43485 1.80554 0.1 -0.1 -0.2 0.000
H -5.03995 -1.89591 3.17419 -0.2 0.7 0.0 0.000
H -5.24890 -1.39949 1.45711 -0.1 0.1 0.1 0.000
H -4.07518 -2.59648 1.99235 0.5 0.2 -0.4 0.000
```
Forces are in eV/Å.

As for the spin multiplicity: 4. As for the total energy: -90081.0414 eV.

***

2.
C43H54BF2N7TeTi | the ωB97M-V functional and the def2-TZVPD basis

The geometry in XYZ format:
```
109
Properties=species:S:1:pos:R:3:forces:R:3:lowdin_spin:R:1
Ti -0.66168 0.49856 0.53332 0.2 0.2 0.1 0.002
C -0.19545 -1.90906 -2.67151 0.0 0.0 0.0 0.000
C -1.24405 -1.87498 -1.55604 0.0 0.0 0.0 0.001
N -0.74462 -1.64285 -0.16824 -0.1 -0.1 0.2 0.000
C 0.41215 -2.50476 0.16115 0.0 -0.1 0.0 0.000
C 1.59701 -1.71778 0.70343 0.1 0.1 0.1 0.000
N 1.70425 -0.36761 0.12727 0.0 0.1 0.0 0.000
C 2.58505 -0.27732 -1.04452 0.0 -0.1 0.0 0.003
C 2.13065 -1.11612 -2.23329 0.0 0.0 0.0 0.000
N 0.78634 -0.84208 -2.70126 0.0 0.0 0.0 0.000
H -0.78457 -1.90760 -3.59710 0.0 0.0 0.0 0.000
H 0.34211 -2.85986 -2.68078 0.0 0.0 0.0 0.000
H -1.79145 -2.82316 -1.58111 0.0 0.0 0.0 0.000
H -1.96121 -1.09279 -1.78387 0.0 0.0 0.0 0.000
H -1.49963 -1.98513 0.45789 0.0 -0.1 -0.1 0.000
H 0.70874 -3.06931 -0.71907 0.0 0.0 0.0 0.000
H 0.08581 -3.22779 0.91126 0.0 0.0 0.0 0.000
H 2.51751 -2.29760 0.55557 0.0 0.0 0.0 0.000
H 1.47844 -1.60434 1.77950 0.0 0.0 0.0 0.000
H 2.10169 0.22907 0.84592 0.0 0.1 -0.1 0.000
H 3.60448 -0.59571 -0.78219 0.0 0.0 0.0 0.000
H 2.63298 0.76823 -1.34525 0.0 0.0 0.0 0.002
H 2.22251 -2.17989 -1.99182 0.0 0.0 0.0 0.000
H 2.86520 -0.93385 -3.02956 0.0 0.0 0.0 0.000
H 0.42130 0.04000 -2.36340 0.0 0.0 0.0 0.000
N -4.99354 4.20346 -8.58893 0.0 0.0 0.0 0.019
C -4.58827 3.78955 -7.59445 0.0 0.0 -0.1 0.006
C -4.08267 3.27442 -6.35713 0.0 0.0 0.1 0.036
C -2.76394 2.82809 -6.26937 0.0 0.0 0.0 -0.004
C -2.27771 2.33961 -5.07263 0.0 0.0 0.0 0.036
C -3.08583 2.27435 -3.93028 -0.1 0.0 0.0 0.024
C -4.41398 2.71308 -4.04407 0.0 0.0 0.0 0.037
C -4.90763 3.21207 -5.23133 0.0 0.0 -0.1 -0.004
C -2.58937 1.73617 -2.65463 0.0 -0.1 0.1 0.294
C -1.33160 2.22005 -2.18138 0.1 0.0 0.0 0.009
C -0.64823 3.32181 -2.72666 0.0 0.0 0.0 0.125
C 0.59485 3.41949 -2.09156 0.0 0.0 0.0 0.020
C 0.63488 2.39057 -1.17741 0.0 0.1 0.0 0.118
N -0.52138 1.65545 -1.18922 -0.1 -0.2 0.0 0.027
C -3.41809 0.70105 -2.09086 0.1 0.0 -0.1 0.009
C -4.27041 -0.15453 -2.78883 0.0 0.0 0.0 0.096
C -4.78847 -1.09141 -1.87092 0.0 0.0 0.0 0.012
C -4.25400 -0.78704 -0.64242 -0.1 -0.1 0.0 0.085
N -3.42815 0.29820 -0.77031 0.0 0.1 -0.1 0.019
H -2.13101 2.85977 -7.14652 0.0 0.0 0.0 -0.001
H -1.25773 1.98396 -5.01069 0.0 0.0 0.0 0.000
H -5.05306 2.66359 -3.17232 0.0 0.0 0.0 0.000
H -5.92930 3.56223 -5.29686 0.0 0.0 0.0 -0.001
H -1.02955 3.97312 -3.49559 0.0 0.0 0.0 0.005
H 1.35820 4.16522 -2.24721 0.0 0.0 0.0 -0.002
H 1.40010 2.19753 -0.44276 0.0 0.0 0.0 0.006
H -4.45004 -0.11817 -3.85098 0.0 0.0 0.0 0.004
H -5.46516 -1.90348 -2.08093 0.0 0.0 0.0 -0.001
H -4.39123 -1.26033 0.31744 0.0 0.0 0.0 0.005
C 2.36998 -3.70606 6.54745 0.0 0.0 0.0 0.000
C 1.21583 -3.76344 5.58133 0.0 0.0 0.0 0.000
C 0.04988 -3.04358 5.79851 0.0 -0.1 0.0 0.000
C -1.02354 -3.08660 4.91052 -0.1 -0.1 0.0 0.000
C -2.28116 -2.35028 5.28615 0.0 0.0 0.0 0.000
C -0.93417 -3.84248 3.72590 -0.2 0.1 0.1 0.000
Te -2.52413 -3.78886 2.30367 0.1 -0.1 -0.1 0.000
C 0.21267 -4.63589 3.54130 0.1 -0.1 -0.1 0.000
C 0.32497 -5.62095 2.40626 0.1 0.0 0.0 0.000
C 1.26329 -4.57272 4.45444 0.0 0.0 0.0 0.000
H 2.15061 -3.03368 7.37749 0.0 0.0 0.0 0.000
H 3.28019 -3.35028 6.05891 0.0 0.0 0.0 0.000
H 2.58796 -4.69238 6.96344 0.0 0.0 0.0 0.000
H -0.03967 -2.43963 6.69735 0.0 0.0 0.0 0.000
H -2.15239 -1.82682 6.23588 0.0 0.0 0.0 0.000
H -3.11710 -3.04715 5.37454 0.0 0.0 0.0 0.000
H -2.57752 -1.63783 4.51924 0.0 0.0 -0.1 0.000
H -0.53713 -6.28926 2.39244 0.0 0.0 0.0 0.000
H 1.23823 -6.21156 2.50405 0.0 0.0 0.0 0.000
H 0.33777 -5.13505 1.43158 0.0 0.0 0.0 0.000
H 2.14067 -5.19084 4.28288 0.0 0.0 0.0 0.000
F -2.47668 0.03050 1.40917 -0.1 0.0 0.0 0.000
B -2.74757 0.99221 0.35727 0.0 0.1 0.1 0.002
F -3.35036 2.13035 0.81454 0.0 0.0 0.0 0.000
C -1.56671 5.92830 0.10685 0.0 0.0 0.0 0.001
C -0.53173 5.17523 0.89810 0.0 0.0 0.0 0.000
C 0.62452 5.80158 1.34946 0.0 0.0 0.0 0.000
C 1.58177 5.08329 2.05187 0.0 -0.1 0.0 0.000
C 2.83580 5.75143 2.55577 0.0 0.0 0.0 0.000
C 1.38641 3.72573 2.28299 -0.1 0.0 -0.1 0.000
C 0.23645 3.06092 1.82948 0.1 0.2 0.0 0.002
C -0.72179 3.82797 1.16045 0.0 0.0 0.0 0.003
N 0.02734 1.67305 1.97721 0.0 -0.1 -0.1 0.000
C 0.41819 1.05015 3.25876 -0.1 -0.1 0.1 0.000
C 1.93358 0.72001 3.35806 0.0 0.0 0.0 0.000
C -0.36570 -0.25629 3.37500 0.0 0.0 0.1 0.000
C -0.01834 1.91330 4.45002 0.0 0.0 0.0 0.000
H -1.44231 7.00671 0.21220 0.0 0.0 0.0 0.000
H -2.57409 5.65961 0.42719 0.0 0.0 0.0 0.000
H -1.48509 5.67369 -0.95238 0.0 0.0 0.0 0.001
H 0.77540 6.85947 1.15943 0.0 0.0 0.0 0.000
H 2.81627 6.82286 2.35663 0.0 0.0 0.0 0.000
H 3.72388 5.33634 2.07421 0.0 0.0 0.0 0.000
H 2.95178 5.60951 3.63224 0.0 0.0 0.0 0.000
H 2.15095 3.19629 2.83275 0.0 0.0 0.0 0.000
H -1.63605 3.35616 0.83071 0.0 0.0 0.0 0.000
H 2.12209 -0.33871 3.17395 0.0 0.0 0.0 0.000
H 2.31717 0.93571 4.35720 0.0 0.0 0.0 0.000
H 2.52572 1.29406 2.64677 0.0 0.0 0.0 0.000
H -0.29207 -0.90544 2.49101 0.0 0.0 0.0 0.000
H -1.42296 -0.06875 3.54060 0.0 0.0 0.0 0.000
H 0.01712 -0.86604 4.19573 0.0 0.1 -0.1 0.000
H 0.56881 2.82565 4.54016 0.0 0.0 0.0 0.000
H 0.09313 1.33746 5.37148 0.0 0.0 0.0 0.000
H -1.06718 2.19067 4.33560 0.0 0.0 0.0 0.000
```
Forces are in eV/Å.

The calculation puts the energy relative to the best compared isomer or geometry (same formula, charge and spin) at 0.392 eV. The total charge is -1. As for the spin multiplicity: 2. As for the total energy: -92424.3465 eV.

***

3.
C4H15LiN4O6 | the ωB97M-V functional and the def2-TZVPD basis

The geometry in XYZ format:
```
30
Properties=species:S:1:pos:R:3:forces:R:3:lowdin_charge:R:1
Li 0.57618 -0.68098 0.49299 1.7 -1.1 -1.4 0.521
C 2.13020 1.81919 1.47614 -0.1 0.3 0.2 0.033
C 1.64718 0.40839 1.49220 1.8 0.9 0.9 -0.779
O 2.23103 -0.47466 0.91170 4.1 -1.6 -2.1 0.007
O 0.57094 0.09363 2.01984 1.0 0.7 4.3 -0.027
H 2.94590 2.05441 0.79248 0.0 -0.5 0.1 0.088
H 2.45613 1.94550 2.50857 -0.2 0.8 0.0 0.100
H 1.26286 2.41855 1.19940 0.2 0.5 0.5 0.073
C -2.17625 1.12871 1.38680 -3.1 -2.2 0.6 -0.694
O -2.55979 0.19914 2.12737 -0.2 1.8 -0.4 0.029
N -2.97170 1.87803 0.57664 -3.6 1.2 -0.5 0.133
N -0.98595 1.34675 1.00537 1.4 4.6 -0.6 0.090
H -3.94773 2.02095 0.79352 0.2 -0.2 -0.1 0.101
H -2.62396 2.38271 -0.22615 -0.1 -0.1 0.5 0.090
H -0.19897 0.94299 1.49296 0.3 -0.2 1.2 -0.063
H -0.90417 2.20801 0.48417 0.3 0.1 0.5 0.114
C 0.74617 -2.21133 -1.63719 0.8 0.2 0.7 -0.704
O 0.56719 -2.29089 -0.44324 1.2 -2.4 -1.3 -0.001
N 1.95308 -2.23832 -2.17080 1.7 -0.3 -0.2 0.196
N -0.15847 -1.98908 -2.57658 -2.3 0.4 -2.2 0.170
H 2.02376 -2.20149 -3.17765 1.0 -0.2 0.6 0.115
H 2.67316 -2.36307 -1.47365 0.5 0.0 -0.7 0.138
H -1.12468 -1.74128 -2.41806 0.3 -0.5 0.1 0.124
H 0.26034 -1.74849 -3.46361 -0.9 0.1 0.0 0.114
O -0.20761 0.21671 -0.77139 0.5 1.1 -3.5 -0.065
H -0.31368 1.16760 -0.79939 0.1 -0.1 -0.1 0.074
H -0.69951 -0.10202 -1.52815 0.2 -0.1 -0.2 0.060
O -0.76422 -1.33839 0.89358 -5.9 -2.5 1.8 -0.123
H -0.87113 -2.06180 0.27591 -0.2 -0.3 0.4 0.047
H -1.53629 -0.78949 0.75624 -0.5 -0.1 1.0 0.040
```
Forces are in eV/Å.

The calculation puts the energy relative to the best compared isomer or geometry (same formula, charge and spin) at 5.629 eV. As for the total energy: -22840.1118 eV.

***

4.
C5H9NO2 | the ωB97M-V functional and the def2-TZVPD basis

The geometry in XYZ format:
```
17
Properties=species:S:1:pos:R:3:forces:R:3:lowdin_charge:R:1
C -0.38135 -0.08044 1.02395 1.1 -4.6 0.3 -0.410
C 1.29193 -0.37986 0.75761 0.6 1.1 0.1 -0.042
C 1.23632 0.18930 -0.67978 2.3 1.5 0.9 -0.315
C 0.17040 -0.36936 -1.40042 -3.1 -3.9 1.8 -0.238
C -1.02880 0.07531 -0.37204 1.2 2.2 -2.1 -0.316
H -1.45767 0.66412 2.75698 3.6 2.5 -3.9 0.340
H -0.96702 -0.92637 1.68971 2.0 1.4 -2.3 0.168
H 1.72463 -1.35251 0.75047 -0.7 -1.4 0.2 0.075
H 2.02839 0.15289 1.48826 -1.8 -0.3 -1.2 0.127
H 1.23790 1.27664 -0.39857 -0.5 -0.4 -1.5 0.146
H 1.44718 0.62918 -2.80722 0.0 1.6 -0.3 0.047
H -0.08450 -1.48572 -1.18323 1.9 1.1 -1.0 0.164
H -0.83720 1.14839 -0.57946 -2.0 0.2 0.6 0.140
H -2.99377 0.02592 -0.02924 0.8 -0.2 -0.4 0.111
N 1.43980 -0.15572 -2.21017 -1.3 -1.5 2.9 0.136
O -0.52290 1.10977 1.64648 -3.9 0.1 6.1 -0.122
O -2.30335 -0.52155 -0.45334 0.1 0.6 -0.3 -0.013
```
Forces are in eV/Å.

The calculation puts the energy relative to the best compared isomer or geometry (same formula, charge and spin) at 10.074 eV. As for the total energy: -10906.5016 eV.

***

- What is the formula in the second record?
  C43H54BF2N7TeTi